[1]
C21H59AgN4O7 | ωB97M-V/def2-TZVPD

```
! wB97M-V def2-TZVPD RIJCOSX def2/J DEFGRID3
* xyz 1 2
Ag -3.512 -1.915 -2.501
C -1.631 0.623 -0.669
O -2.034 -0.593 -1.361
H -2.394 0.915 0.053
H -0.691 0.450 -0.145
H -1.317 1.447 -1.309
C -3.173 -5.371 -0.587
C -4.358 -4.480 -0.333
C -4.807 -4.575 1.118
O -5.832 -3.668 1.409
C -7.090 -3.692 0.747
N -3.946 -3.108 -0.604
H -3.320 -6.434 -0.397
H -2.317 -5.162 0.054
H -2.895 -5.321 -1.640
H -5.086 -4.832 -1.063
H -4.023 -4.345 1.840
H -5.177 -5.582 1.312
H -7.892 -3.633 1.483
H -7.310 -4.492 0.040
H -7.087 -2.800 0.120
H -3.145 -2.935 -0.015
H -4.611 -2.491 -0.159
C 1.906 -3.937 0.559
C 0.470 -3.569 0.335
C -0.133 -2.843 1.578
O -1.529 -2.697 1.385
C -2.235 -2.059 2.509
N 0.398 -2.751 -0.924
H 2.455 -2.995 0.544
H 2.340 -4.577 -0.209
H 1.996 -4.468 1.507
H 0.020 -4.561 0.374
H 0.250 -1.825 1.649
H 0.151 -3.381 2.483
H -3.321 -2.146 2.465
H -1.893 -1.024 2.493
H -1.988 -2.337 3.534
H 0.990 -1.933 -0.936
H -0.499 -2.290 -0.867
C 4.515 4.905 1.040
C 3.418 4.524 2.050
C 2.042 4.107 1.354
O 1.358 5.058 0.504
C 0.382 4.550 -0.315
N 3.814 3.543 3.088
H 4.663 5.963 0.825
H 4.523 4.224 0.189
H 5.512 4.616 1.374
H 3.301 5.449 2.615
H 1.372 3.942 2.197
H 2.213 3.154 0.852
H -0.495 4.584 0.332
H 0.575 3.523 -0.624
H 0.124 5.139 -1.195
H 3.241 3.521 3.919
H 3.720 2.626 2.675
C 4.803 1.129 -0.051
C 4.684 0.126 1.092
C 3.218 -0.191 1.612
O 2.708 0.896 2.456
C 1.371 0.759 2.780
N 5.451 -1.097 0.717
H 4.483 0.702 -1.002
H 5.871 1.265 -0.219
H 4.245 2.019 0.239
H 5.285 0.494 1.923
H 3.285 -1.143 2.139
H 2.539 -0.187 0.759
H 1.421 -0.010 3.550
H 0.719 0.386 1.989
H 1.002 1.731 3.107
H 5.066 -1.575 -0.086
H 5.241 -1.665 1.525
C -2.447 4.903 -4.267
C -2.222 3.930 -3.134
O -3.239 3.003 -3.253
H -3.414 5.405 -4.309
H -2.206 4.486 -5.245
H -1.696 5.678 -4.116
H -2.436 4.431 -2.190
H -1.237 3.464 -3.125
H -3.127 2.320 -2.588
C 0.755 0.743 -3.792
C 1.788 0.962 -2.642
O 1.617 0.020 -1.633
H 0.754 1.638 -4.415
H -0.284 0.626 -3.482
H 0.981 -0.156 -4.365
H 1.524 1.934 -2.224
H 2.817 0.985 -3.001
H 0.669 -0.053 -1.503
*
```

<S²>: 0.75
Orbital gap (spin up / spin down): 6.3 / 4.2 eV
Lowest unoccupied orbital energy (spin up / spin down): -4.5 / -6.6 eV

=====

[2]
C21H60Cl6O24P6 | ωB97M-V/def2-TZVPD

```
! wB97M-V def2-TZVPD RIJCOSX def2/J DEFGRID3
* xyz 0 1
C -7.576 -9.862 -0.612
O -7.965 -8.727 0.036
P -7.405 -8.363 1.483
O -7.689 -9.345 2.526
O -5.854 -8.027 1.264
C -5.373 -6.924 0.503
O -7.976 -6.891 1.771
C -7.732 -6.290 3.046
H -8.395 -10.548 -0.827
H -6.843 -10.358 0.025
H -6.953 -9.708 -1.492
H -4.449 -7.158 -0.026
H -5.223 -6.087 1.185
H -6.053 -6.537 -0.256
H -7.634 -5.212 2.919
H -6.784 -6.571 3.505
H -8.540 -6.535 3.735
C 10.531 0.843 1.970
O 9.395 0.020 2.067
P 8.185 0.366 3.122
O 7.483 1.653 2.874
O 7.388 -1.036 3.231
C 6.308 -1.436 2.244
O 8.942 0.387 4.564
C 8.198 0.279 5.753
H 11.444 0.278 2.155
H 10.515 1.552 2.797
H 10.583 1.406 1.038
H 6.412 -2.485 1.964
H 6.354 -0.860 1.320
H 5.443 -1.374 2.905
H 8.747 -0.287 6.506
H 7.236 -0.216 5.622
H 7.951 1.263 6.151
C 3.118 1.855 -9.509
O 2.124 0.993 -8.816
P 1.932 -0.592 -9.219
O 2.073 -0.994 -10.625
O 0.510 -1.013 -8.578
C -0.037 -0.400 -7.406
O 3.076 -1.247 -8.262
C 4.373 -1.533 -8.770
H 3.810 1.226 -10.070
H 3.694 2.391 -8.754
H 2.604 2.601 -10.116
H -1.108 -0.570 -7.294
H 0.189 0.667 -7.423
H 0.356 -0.921 -6.534
H 5.237 -1.215 -8.187
H 4.496 -1.200 -9.801
H 4.516 -2.614 -8.763
C -2.630 -2.056 5.526
O -1.504 -1.425 5.136
P -0.540 -0.537 6.121
O -1.273 0.582 6.801
O 0.682 -0.114 5.164
C 1.373 1.089 5.392
O 0.212 -1.647 7.030
C 0.749 -2.749 6.451
H -2.444 -3.130 5.542
H -3.406 -1.809 4.801
H -2.925 -1.736 6.525
H 2.409 0.752 5.370
H 1.267 1.473 6.407
H 1.141 1.845 4.642
H 0.446 -2.929 5.419
H 0.474 -3.701 6.905
H 1.816 -2.535 6.512
C -10.783 4.225 2.522
O -10.329 3.106 3.221
P -8.808 2.511 3.153
O -8.680 1.131 3.664
O -8.305 2.756 1.659
C -7.011 2.307 1.266
O -7.998 3.654 4.030
C -6.630 3.482 4.271
H -11.825 4.112 2.221
H -10.217 4.437 1.615
H -10.691 5.146 3.098
H -6.417 1.921 2.094
H -6.395 3.057 0.770
H -6.926 1.555 0.482
H -6.117 4.150 3.578
H -6.232 2.501 4.013
H -6.314 3.634 5.303
C 3.708 8.550 -3.245
O 4.438 7.440 -2.731
P 5.104 6.263 -3.645
O 5.077 6.538 -5.102
O 6.563 6.026 -2.951
C 6.679 5.450 -1.689
O 4.334 4.935 -3.212
C 4.326 3.777 -4.058
H 3.981 9.374 -2.586
H 2.637 8.394 -3.112
H 3.967 8.742 -4.286
H 5.702 5.335 -1.219
H 7.318 5.996 -0.995
H 7.039 4.435 -1.856
H 4.588 2.987 -3.353
H 5.112 3.797 -4.812
H 3.329 3.618 -4.470
Cl -1.867 -6.287 -5.027
C -0.134 -6.106 -4.837
Cl 0.654 -7.704 -5.190
H 0.231 -5.392 -5.576
H -0.020 -5.734 -3.819
Cl 1.251 -1.428 -1.193
C 0.221 -0.971 0.167
Cl -1.484 -1.247 -0.089
H 0.503 -1.438 1.111
H 0.340 0.099 0.340
Cl -0.914 5.442 -0.037
C -0.763 7.060 0.746
Cl 0.564 7.142 1.961
H -0.612 7.755 -0.079
H -1.675 7.450 1.198
*
```

SMILES: COP(=O)(OC)OC.COP(=O)(OC)OC.COP(=O)(OC)OC.COP(=O)(OC)OC.COP(=O)(OC)OC.COP(=O)(OC)OC.ClCCl.ClCCl.ClCCl
Orbital gap: 10.4 eV
Lowest unoccupied orbital energy: -0.2 eV

=====

[3]
C21H60ClO13 | ωB97M-V/def2-TZVPD

```
! wB97M-V def2-TZVPD RIJCOSX def2/J DEFGRID3
* xyz -1 1
Cl -11.145 -14.363 -19.106
O -10.642 -13.066 -19.475
O -10.056 -15.260 -18.773
O -12.014 -14.267 -17.958
O -11.843 -14.933 -20.232
C -14.215 -11.007 -16.021
C -14.201 -11.724 -17.356
C -15.050 -12.978 -17.285
O -14.622 -10.842 -18.424
H -13.687 -11.655 -15.305
H -15.219 -10.759 -15.691
H -13.547 -10.140 -16.052
H -13.158 -12.037 -17.512
H -15.098 -13.477 -18.254
H -16.059 -12.793 -16.907
H -14.587 -13.711 -16.606
H -14.047 -11.037 -19.189
C -10.726 -13.255 -23.068
C -10.010 -11.949 -23.396
C -9.451 -11.250 -22.184
O -8.943 -12.156 -24.337
H -11.180 -13.624 -23.989
H -11.440 -13.131 -22.262
H -9.990 -13.996 -22.738
H -10.783 -11.281 -23.828
H -8.842 -10.412 -22.531
H -8.726 -11.925 -21.710
H -10.217 -10.977 -21.470
H -9.308 -12.620 -25.098
C -14.722 -16.600 -22.277
C -14.911 -15.111 -22.245
C -15.390 -14.639 -20.868
O -13.686 -14.460 -22.558
H -14.218 -17.023 -21.404
H -14.168 -16.910 -23.168
H -15.687 -17.123 -22.384
H -15.636 -14.786 -22.997
H -14.704 -15.106 -20.144
H -16.371 -15.053 -20.617
H -15.374 -13.563 -20.744
H -13.057 -14.811 -21.903
C -9.643 -18.699 -18.975
C -10.425 -18.890 -20.270
C -10.196 -20.281 -20.860
O -11.847 -18.853 -19.981
H -10.187 -18.030 -18.314
H -8.618 -18.356 -19.147
H -9.497 -19.626 -18.395
H -10.130 -18.098 -20.970
H -10.358 -21.004 -20.040
H -9.163 -20.512 -21.160
H -10.885 -20.609 -21.637
H -12.024 -18.032 -19.446
C -7.848 -17.141 -16.459
C -6.674 -16.334 -16.994
C -5.425 -17.190 -17.053
O -6.937 -15.779 -18.282
H -8.806 -16.680 -16.721
H -7.822 -17.287 -15.375
H -7.897 -18.160 -16.867
H -6.519 -15.499 -16.290
H -5.218 -17.556 -16.039
H -4.538 -16.623 -17.341
H -5.583 -18.046 -17.708
H -7.888 -15.813 -18.491
C -10.290 -11.192 -16.098
C -9.232 -10.580 -17.006
C -8.048 -11.499 -17.169
O -9.820 -10.228 -18.292
H -10.948 -10.452 -15.642
H -9.773 -11.627 -15.218
H -10.806 -12.025 -16.573
H -8.904 -9.610 -16.617
H -7.496 -11.603 -16.228
H -7.297 -11.004 -17.804
H -8.311 -12.460 -17.601
H -10.184 -11.050 -18.667
C -13.507 -10.996 -21.938
O -13.050 -11.509 -20.734
H -14.110 -10.118 -21.715
H -12.666 -10.650 -22.541
H -14.104 -11.748 -22.451
H -12.331 -12.127 -20.929
C -13.037 -17.279 -16.957
O -13.259 -17.001 -18.314
H -13.289 -18.318 -16.770
H -12.001 -17.076 -16.667
H -13.687 -16.655 -16.327
H -12.963 -16.084 -18.444
C -11.978 -14.300 -14.547
O -11.632 -15.241 -13.534
H -11.688 -13.301 -14.207
H -11.412 -14.458 -15.469
H -13.051 -14.287 -14.739
H -12.277 -15.950 -13.575
*
```

Orbital gap: 9.9 eV
Lowest unoccupied orbital energy: 2.5 eV

=====

[4]
C21H60ClO13 | ωB97M-V/def2-TZVPD

```
! wB97M-V def2-TZVPD RIJCOSX def2/J DEFGRID3
* xyz -1 1
Cl -0.213 0.028 0.111
O 0.295 0.104 1.456
O -0.252 1.340 -0.493
O 0.608 -0.830 -0.696
O -1.571 -0.494 0.163
O -3.220 2.471 -1.292
H -2.458 2.327 -0.720
H -3.277 1.641 -1.789
O 0.867 -1.169 4.110
H 0.951 -0.462 4.755
H 0.474 -0.739 3.342
C -2.391 -0.142 3.783
C -2.827 1.023 4.622
C -4.296 0.928 4.989
O -1.990 1.066 5.775
H -3.000 -0.232 2.881
H -2.425 -1.084 4.334
H -1.372 0.004 3.436
H -2.695 1.933 4.017
H -4.469 -0.030 5.485
H -4.894 0.965 4.077
H -4.615 1.747 5.636
H -2.260 1.812 6.318
C 0.857 3.005 -4.409
C 1.484 3.741 -3.230
C 0.482 4.696 -2.602
O 1.888 2.770 -2.235
H 1.572 2.302 -4.842
H 0.518 3.705 -5.173
H 0.010 2.398 -4.078
H 2.383 4.277 -3.528
H 0.046 5.357 -3.352
H 0.953 5.306 -1.827
H -0.320 4.142 -2.106
H 1.058 2.368 -1.937
C 4.018 0.485 0.098
C 4.556 0.424 -1.323
C 3.805 -0.590 -2.182
O 4.479 1.718 -1.914
H 4.590 1.227 0.659
H 4.136 -0.453 0.651
H 2.953 0.716 0.082
H 5.615 0.148 -1.340
H 3.792 -1.574 -1.712
H 4.304 -0.666 -3.149
H 2.788 -0.226 -2.347
H 3.545 1.992 -1.883
C -0.954 -3.219 2.293
C -2.146 -3.917 1.673
C -3.412 -3.752 2.537
O -2.429 -3.365 0.389
H -1.145 -2.146 2.352
H -0.049 -3.357 1.695
H -0.736 -3.597 3.293
H -1.990 -4.991 1.538
H -4.218 -4.278 2.026
H -3.684 -2.692 2.547
H -3.263 -4.052 3.574
H -1.974 -2.517 0.331
C 0.605 -5.474 -2.101
C 0.798 -4.096 -1.510
C 1.884 -4.046 -0.454
O 1.077 -3.210 -2.587
H 0.007 -6.093 -1.425
H 1.548 -6.002 -2.259
H 0.075 -5.413 -3.051
H -0.136 -3.782 -1.021
H 2.065 -3.016 -0.138
H 2.831 -4.468 -0.804
H 1.584 -4.605 0.437
H 1.383 -2.367 -2.233
C -2.631 -2.452 -2.837
C -2.232 -1.074 -3.389
C -2.897 -0.733 -4.709
O -2.634 -0.044 -2.477
H -2.793 -3.174 -3.640
H -3.456 -2.397 -2.131
H -1.793 -2.882 -2.274
H -1.142 -1.036 -3.467
H -3.896 -0.337 -4.534
H -3.003 -1.620 -5.336
H -2.295 -0.006 -5.256
H -2.305 -0.269 -1.593
C 1.616 3.268 1.915
C 2.850 4.124 2.078
C 2.686 5.476 1.422
O 3.108 4.392 3.467
H 0.721 3.764 2.298
H 1.733 2.339 2.478
H 1.455 3.032 0.862
H 3.701 3.577 1.655
H 2.388 5.367 0.378
H 3.597 6.074 1.460
H 1.902 6.027 1.946
H 3.113 3.564 3.955
*
```

Orbital gap: 9.8 eV
Lowest unoccupied orbital energy: 2.5 eV

=====

Results for F_max: 3.125 5.216 1.552 0.998 (in eV/A, following the order of the records).
Results for E: -1727.652001 -7451.565411 -2274.217758 -2274.291772 (in Ha, following the order of the records).